[1]
{
  "formula": "C38H103N7O12",
  "method": "the ωB97M-V functional and the def2-TZVPD basis",
  "elements": ["C", "O", "C", "C", "C", "N", "H", "H", "H", "H", "H", "H", "H", "H", "H", "H", "H", "C", "O", "C", "C", "C", "N", "H", "H", "H", "H", "H", "H", "H", "H", "H", "H", "H", "C", "O", "C", "C", "C", "N", "H", "H", "H", "H", "H", "H", "H", "H", "H", "H", "H", "C", "O", "C", "C", "C", "N", "H", "H", "H", "H", "H", "H", "H", "H", "H", "H", "H", "C", "O", "C", "C", "C", "N", "H", "H", "H", "H", "H", "H", "H", "H", "H", "H", "H", "C", "O", "C", "C", "N", "C", "C", "O", "C", "H", "H", "H", "H", "H", "H", "H", "H", "H", "H", "H", "H", "H", "H", "H", "C", "O", "C", "C", "N", "C", "C", "O", "C", "H", "H", "H", "H", "H", "H", "H", "H", "H", "H", "H", "H", "H", "H", "H", "C", "C", "O", "H", "H", "H", "H", "H", "H", "C", "C", "O", "H", "H", "H", "H", "H", "H", "C", "C", "O", "H", "H", "H", "H", "H", "H"],
  "xyz": [[-3.548, -9.515, -2.367], [-4.045, -9.215, -3.718], [-3.301, -8.089, -4.231], [-3.822, -7.775, -5.638], [-2.911, -6.900, -6.394], [-5.119, -7.226, -5.693], [-4.191, -9.058, -1.615], [-2.510, -9.283, -2.130], [-3.701, -10.576, -2.173], [-3.393, -7.120, -3.741], [-2.260, -8.410, -4.263], [-3.863, -8.753, -6.117], [-1.931, -7.358, -6.525], [-2.785, -5.982, -5.821], [-3.336, -6.767, -7.389], [-5.131, -6.339, -5.210], [-5.790, -7.808, -5.212], [6.627, 1.374, 0.258], [6.399, 0.547, -0.925], [7.519, -0.209, -1.342], [8.721, 0.715, -1.687], [8.629, 1.718, -2.838], [9.876, -0.062, -2.123], [5.636, 1.583, 0.663], [7.311, 2.214, 0.139], [7.052, 0.726, 1.025], [7.747, -0.987, -0.613], [7.360, -0.640, -2.330], [9.130, 1.158, -0.779], [8.740, 1.469, -3.894], [9.447, 2.422, -2.685], [7.712, 2.305, -2.798], [10.689, 0.532, -2.054], [10.011, -0.869, -1.531], [-6.453, -1.721, 1.430], [-6.452, -3.184, 1.266], [-6.321, -3.905, 2.477], [-5.674, -5.269, 2.040], [-5.317, -5.986, 3.379], [-4.450, -5.178, 1.263], [-7.474, -1.521, 1.754], [-6.309, -1.217, 0.474], [-5.692, -1.449, 2.161], [-5.508, -3.441, 3.036], [-7.270, -4.093, 2.978], [-6.289, -5.810, 1.322], [-4.819, -5.288, 4.053], [-4.717, -6.896, 3.357], [-6.223, -6.158, 3.960], [-4.579, -4.258, 0.868], [-3.675, -5.007, 1.887], [-0.027, -9.018, 7.095], [0.032, -7.641, 7.578], [-0.427, -7.500, 8.979], [-0.579, -6.077, 9.452], [0.768, -5.461, 9.503], [-1.203, -5.990, 10.736], [-1.054, -9.355, 7.241], [0.555, -9.650, 7.766], [0.207, -9.213, 6.048], [-1.395, -7.966, 9.162], [0.411, -7.885, 9.560], [-1.151, -5.597, 8.658], [1.577, -5.902, 10.085], [0.612, -4.469, 9.928], [1.141, -5.431, 8.480], [-1.161, -5.000, 10.933], [-0.528, -6.319, 11.411], [0.326, -3.205, 3.326], [0.144, -2.751, 2.016], [1.255, -2.458, 1.160], [0.760, -2.441, -0.288], [-0.086, -1.231, -0.658], [0.056, -3.602, -0.710], [1.088, -3.966, 3.161], [-0.566, -3.621, 3.795], [0.797, -2.350, 3.810], [1.687, -1.467, 1.297], [2.038, -3.195, 1.342], [1.599, -2.344, -0.976], [-1.112, -1.279, -0.295], [-0.291, -1.068, -1.716], [0.322, -0.331, -0.198], [-0.569, -4.003, -0.025], [-0.468, -3.259, -1.503], [-1.990, 13.328, 7.463], [-1.022, 12.233, 7.207], [-1.348, 11.321, 6.130], [-0.564, 10.030, 6.153], [-0.956, 9.056, 5.146], [-0.630, 7.699, 5.635], [-0.883, 6.649, 4.611], [-2.282, 6.397, 4.502], [-2.635, 5.386, 3.541], [-2.985, 12.907, 7.314], [-1.675, 13.965, 6.637], [-1.892, 13.857, 8.411], [-1.214, 11.895, 5.213], [-2.401, 11.050, 6.212], [-0.595, 9.625, 7.164], [0.448, 10.398, 5.983], [-1.916, 9.037, 4.834], [-1.056, 7.496, 6.618], [0.439, 7.636, 5.841], [-0.289, 5.754, 4.795], [-0.643, 6.989, 3.604], [-2.042, 4.474, 3.468], [-2.521, 5.834, 2.554], [-3.696, 5.136, 3.547], [0.689, 5.006, -3.996], [1.628, 6.007, -4.034], [2.408, 6.148, -2.890], [1.707, 6.887, -1.681], [0.986, 8.054, -2.142], [1.367, 9.399, -1.549], [0.574, 10.531, -2.132], [1.227, 10.880, -3.369], [0.505, 11.653, -4.215], [0.226, 4.885, -3.017], [1.114, 4.011, -4.127], [-0.094, 5.091, -4.750], [3.240, 6.740, -3.270], [2.807, 5.141, -2.768], [2.431, 7.301, -0.979], [1.099, 6.135, -1.178], [0.830, 8.078, -3.139], [2.396, 9.550, -1.875], [1.335, 9.419, -0.460], [0.680, 11.408, -1.493], [-0.478, 10.252, -2.200], [0.364, 12.683, -3.888], [-0.483, 11.253, -4.444], [0.991, 11.658, -5.191], [3.226, -6.525, -6.884], [2.608, -5.929, -5.599], [2.316, -7.048, -4.826], [3.964, -7.307, -6.704], [3.698, -5.672, -7.372], [2.397, -6.885, -7.493], [1.718, -5.311, -5.718], [3.263, -5.292, -5.003], [1.973, -6.793, -3.966], [-4.124, -0.758, -5.959], [-5.020, -0.614, -4.778], [-4.907, -1.841, -4.078], [-3.129, -1.146, -5.743], [-4.008, 0.167, -6.524], [-4.589, -1.452, -6.659], [-6.069, -0.462, -5.032], [-4.553, 0.244, -4.296], [-5.415, -1.869, -3.264], [3.637, -0.306, -7.324], [4.734, 0.683, -6.926], [5.756, 0.722, -8.012], [3.336, -0.468, -8.359], [2.751, -0.278, -6.689], [4.073, -1.298, -7.208], [5.063, 0.390, -5.929], [4.297, 1.658, -6.710], [5.295, 0.675, -8.852]],
  "e_homo_ev": -8.3,
  "total_charge": 0,
  "energy_ha": -2795.31096,
  "multiplicity": 1
}

[2]
{
  "formula": "C21H26N5O2S",
  "method": "the ωB97M-V functional and the def2-TZVPD basis",
  "elements": ["C", "C", "C", "C", "C", "C", "C", "C", "N", "C", "C", "C", "C", "O", "C", "C", "C", "C", "C", "C", "C", "N", "O", "C", "N", "S", "N", "C", "H", "H", "H", "H", "H", "H", "H", "H", "H", "H", "H", "H", "H", "H", "H", "H", "H", "H", "H", "H", "H", "H", "N", "H", "H", "H", "H"],
  "xyz": [[2.954, 1.071, 4.837], [1.753, 1.100, 4.705], [0.247, 1.046, 4.494], [-0.003, 0.036, 3.341], [0.205, 0.410, 2.021], [0.638, 1.795, 1.593], [1.976, 2.289, 1.640], [2.254, 3.591, 1.182], [1.422, 4.540, 0.703], [0.170, 4.043, 0.718], [-0.291, 2.768, 1.097], [-0.011, -0.623, 0.959], [0.292, -0.143, -0.483], [1.710, 0.017, -0.540], [2.207, 0.022, -1.897], [3.122, 1.294, -2.021], [2.222, 2.476, -2.502], [-0.432, -1.927, 1.247], [-0.639, -2.886, 0.042], [-2.046, -2.481, -0.615], [-2.019, -2.504, -2.159], [-2.122, -1.275, -2.928], [-1.954, -3.529, -2.804], [-0.673, -2.359, 2.627], [-1.076, -3.576, 3.037], [-1.139, -3.365, 4.676], [-0.651, -1.839, 4.883], [-0.420, -1.316, 3.646], [3.978, 0.700, 4.840], [-0.279, 0.717, 5.413], [-0.121, 2.041, 4.179], [2.784, 1.654, 2.031], [3.321, 3.898, 1.214], [-0.608, 4.758, 0.376], [-1.361, 2.519, 1.015], [-0.102, -0.823, -1.262], [-0.151, 0.873, -0.644], [2.821, -0.904, -2.007], [1.349, 0.050, -2.603], [3.468, 1.533, -0.990], [4.015, 1.111, -2.648], [1.774, 2.195, -3.481], [2.801, 3.419, -2.559], [1.398, 2.656, -1.772], [0.132, -2.692, -0.732], [-0.688, -3.946, 0.342], [-2.241, -1.427, -0.317], [-2.853, -3.143, -0.234], [-3.100, -1.166, -3.206], [-1.978, -0.491, -2.282], [-4.412, -2.441, -5.235], [-4.004, -1.556, -5.549], [-5.252, -2.253, -4.682], [-4.660, -3.010, -6.049], [-3.724, -2.949, -4.656]],
  "e_homo_ev": -10.8,
  "total_charge": 1,
  "energy_ha": -1637.88920,
  "multiplicity": 1
}

[3]
{
  "formula": "C53H49N4PRuS5",
  "method": "the ωB97M-V functional and the def2-TZVPD basis",
  "elements": ["Ru", "N", "S", "N", "S", "N", "S", "N", "C", "C", "C", "C", "C", "C", "C", "C", "C", "C", "C", "C", "C", "C", "C", "C", "C", "C", "C", "C", "C", "C", "C", "C", "C", "C", "C", "C", "C", "C", "C", "C", "C", "C", "C", "C", "H", "H", "H", "H", "H", "H", "H", "H", "H", "H", "H", "H", "H", "H", "H", "H", "H", "H", "H", "H", "H", "H", "H", "H", "H", "H", "H", "H", "H", "H", "C", "C", "S", "C", "C", "S", "H", "H", "H", "H", "H", "H", "C", "P", "C", "C", "C", "C", "C", "C", "C", "C", "C", "C", "C", "C", "H", "H", "H", "H", "H", "H", "H", "H", "H", "H", "H", "H", "H"],
  "xyz": [[1.085, 1.458, 0.928], [-0.631, 0.324, 0.922], [-1.507, -0.798, 0.619], [-2.175, -0.898, -0.880], [-1.410, -1.473, -2.102], [0.073, -1.144, -2.368], [0.784, 0.355, -2.302], [1.335, 0.848, -1.056], [-0.383, 1.460, -3.089], [-1.139, 2.253, -2.237], [-2.030, 3.166, -2.780], [-2.147, 3.286, -4.159], [-1.388, 2.483, -4.999], [-0.496, 1.562, -4.468], [2.045, 0.097, -3.523], [1.942, -0.860, -4.524], [2.962, -0.964, -5.457], [4.063, -0.119, -5.383], [4.151, 0.834, -4.378], [3.138, 0.947, -3.439], [-1.429, -3.245, -2.099], [-0.261, -3.975, -2.230], [-0.349, -5.361, -2.219], [-1.582, -5.982, -2.086], [-2.744, -5.228, -1.953], [-2.675, -3.847, -1.958], [-2.473, -1.064, -3.459], [-2.179, -1.675, -4.674], [-2.958, -1.370, -5.775], [-4.014, -0.473, -5.649], [-4.292, 0.124, -4.429], [-3.516, -0.168, -3.316], [-0.783, -2.393, 0.935], [0.601, -2.471, 0.874], [1.213, -3.696, 1.099], [0.439, -4.816, 1.372], [-0.948, -4.724, 1.417], [-1.570, -3.505, 1.199], [-2.997, -0.795, 1.587], [-2.827, -0.937, 2.959], [-3.932, -0.831, 3.786], [-5.186, -0.572, 3.243], [-5.340, -0.429, 1.872], [-4.242, -0.543, 1.029], [-1.031, 2.154, -1.165], [-2.620, 3.795, -2.127], [-2.827, 4.015, -4.581], [-1.477, 2.581, -6.073], [0.108, 0.951, -5.126], [1.086, -1.518, -4.566], [2.902, -1.707, -6.240], [4.856, -0.206, -6.113], [5.009, 1.490, -4.326], [3.186, 1.673, -2.637], [0.689, -3.470, -2.332], [0.550, -5.954, -2.320], [-1.642, -7.062, -2.088], [-3.703, -5.718, -1.852], [-3.571, -3.247, -1.854], [-1.366, -2.387, -4.754], [-2.752, -1.839, -6.727], [-4.628, -0.245, -6.511], [-5.114, 0.821, -4.339], [-3.709, 0.296, -2.359], [1.184, -1.586, 0.642], [2.291, -3.773, 1.067], [0.918, -5.769, 1.557], [-1.545, -5.600, 1.629], [-2.649, -3.421, 1.249], [-1.847, -1.129, 3.380], [-3.815, -0.951, 4.854], [-6.046, -0.487, 3.893], [-6.318, -0.233, 1.454], [-4.356, -0.451, -0.040], [5.076, 3.565, 0.083], [3.978, 2.650, 0.527], [2.403, 3.180, 0.526], [4.223, 1.359, 1.047], [5.588, 0.759, 1.183], [2.903, 0.513, 1.609], [4.674, 4.520, -0.249], [5.641, 3.123, -0.740], [5.775, 3.751, 0.901], [6.365, 1.508, 1.050], [5.738, -0.018, 0.431], [5.717, 0.298, 2.162], [-1.291, 2.649, 3.098], [0.431, 2.072, 3.074], [1.424, 3.409, 3.785], [2.706, 3.106, 4.242], [3.536, 4.111, 4.707], [3.094, 5.429, 4.715], [1.820, 5.736, 4.265], [0.983, 4.728, 3.801], [0.483, 0.763, 4.325], [0.710, -0.560, 3.957], [0.708, -1.564, 4.915], [0.478, -1.249, 6.247], [0.261, 0.071, 6.622], [0.267, 1.075, 5.667], [-1.557, 3.011, 4.092], [-1.924, 1.801, 2.836], [-1.448, 3.439, 2.364], [3.050, 2.076, 4.250], [4.525, 3.869, 5.075], [3.741, 6.214, 5.083], [1.471, 6.759, 4.279], [-0.011, 4.985, 3.458], [0.884, -0.807, 2.918], [0.893, -2.590, 4.620], [0.476, -2.030, 6.996], [0.096, 0.319, 7.662], [0.118, 2.105, 5.972]],
  "e_homo_ev": [-12.8, -12.8],
  "total_charge": 2,
  "energy_ha": -4694.60338,
  "multiplicity": 1
}

[4]
{
  "formula": "C5H13NO",
  "method": "the ωB97M-V functional and the def2-TZVPD basis",
  "elements": ["C", "C", "C", "C", "C", "N", "H", "H", "H", "H", "H", "H", "H", "H", "H", "H", "H", "H", "H", "O"],
  "xyz": [[-0.574, 1.181, -0.247], [-0.605, -0.142, 0.461], [-0.267, -1.210, -0.500], [0.986, -1.649, -0.643], [-1.293, -1.660, -1.356], [0.812, 1.758, -0.200], [-0.965, 1.152, -1.236], [-1.319, 1.986, 0.137], [-0.080, -0.052, 1.461], [-1.599, -0.240, 1.032], [1.427, -2.348, -1.294], [1.859, -1.269, 0.031], [-2.195, -2.139, -0.819], [-0.916, -2.404, -2.091], [-1.790, -0.917, -1.932], [1.497, 0.933, -0.263], [0.980, 2.245, -1.119], [1.079, 0.933, 2.582], [1.630, 2.273, 2.678], [1.334, 1.568, 3.317]],
  "e_homo_ev": [-14.2, -14.0],
  "total_charge": 1,
  "energy_ha": -327.88007,
  "multiplicity": 2
}

[5]
{
  "formula": "C20H55N5O5",
  "method": "the ωB97M-V functional and the def2-TZVPD basis",
  "elements": ["C", "C", "C", "O", "C", "N", "H", "H", "H", "H", "H", "H", "H", "H", "H", "H", "H", "C", "C", "C", "O", "C", "N", "H", "H", "H", "H", "H", "H", "H", "H", "H", "H", "H", "C", "C", "C", "O", "C", "N", "H", "H", "H", "H", "H", "H", "H", "H", "H", "H", "H", "C", "C", "C", "O", "C", "N", "H", "H", "H", "H", "H", "H", "H", "H", "H", "H", "H", "C", "C", "C", "O", "C", "N", "H", "H", "H", "H", "H", "H", "H", "H", "H", "H", "H"],
  "xyz": [[-1.628, -2.476, 2.735], [-1.099, -1.208, 2.209], [-0.047, -1.385, 1.127], [0.903, -2.440, 1.579], [1.960, -2.587, 0.580], [-2.132, -0.323, 1.704], [-1.073, -3.036, 3.322], [-2.063, -3.145, 1.983], [-2.531, -2.358, 3.348], [-0.585, -0.790, 3.035], [0.275, -0.414, 0.671], [-0.460, -1.704, 0.146], [2.337, -1.709, 0.356], [1.737, -2.975, -0.336], [2.858, -3.228, 0.833], [-1.758, 0.706, 1.558], [-2.478, -0.941, 0.908], [-0.961, -3.532, -2.274], [0.051, -2.735, -3.223], [0.391, -1.358, -2.712], [-0.795, -0.672, -2.397], [-0.580, 0.562, -2.081], [1.288, -3.410, -3.545], [-1.085, -4.477, -2.588], [-1.905, -3.190, -2.125], [-0.743, -3.717, -1.289], [-0.357, -2.639, -4.224], [0.897, -1.023, -3.478], [1.105, -1.586, -1.758], [-1.518, 0.971, -1.588], [-0.329, 1.130, -2.934], [0.372, 0.994, -1.516], [1.651, -3.463, -2.620], [1.847, -2.809, -4.115], [4.012, 2.438, -2.261], [4.778, 2.850, -1.017], [5.506, 1.621, -0.514], [4.590, 0.676, -0.119], [5.320, -0.548, 0.279], [5.762, 3.837, -1.375], [3.351, 3.427, -2.808], [3.341, 1.393, -2.021], [4.682, 2.402, -3.086], [4.037, 3.236, -0.247], [6.325, 1.889, 0.239], [6.131, 0.948, -1.323], [4.784, -1.236, 0.617], [6.109, -0.555, 0.938], [5.424, -1.220, -0.692], [6.595, 3.477, -1.554], [6.025, 4.347, -0.481], [2.077, 2.428, 3.965], [2.074, 1.766, 2.559], [1.145, 2.370, 1.493], [-0.211, 2.312, 2.022], [-1.008, 3.284, 1.364], [3.515, 1.923, 2.130], [2.143, 3.457, 3.964], [2.509, 1.930, 4.764], [0.781, 2.390, 4.354], [1.771, 0.739, 2.954], [1.212, 1.622, 0.761], [1.487, 3.440, 1.263], [-0.988, 2.815, 0.289], [-0.745, 4.135, 1.595], [-2.151, 3.201, 1.861], [4.391, 1.386, 2.502], [3.752, 1.841, 1.017], [-4.492, -1.724, -0.710], [-5.438, -1.013, 0.319], [-6.719, -0.398, -0.345], [-6.244, 0.681, -1.057], [-7.184, 1.675, -1.310], [-5.866, -2.068, 1.387], [-4.044, -0.963, -1.512], [-5.038, -2.514, -1.253], [-3.733, -2.274, -0.263], [-5.029, -0.452, 1.029], [-7.360, -0.253, 0.489], [-7.272, -1.222, -1.119], [-7.717, 2.178, -0.495], [-7.863, 1.206, -1.933], [-6.777, 2.459, -1.903], [-6.179, -1.720, 2.271], [-5.081, -2.643, 1.689]],
  "e_homo_ev": -8.6,
  "total_charge": 0,
  "energy_ha": -1444.39691,
  "multiplicity": 1
}

[6]
{
  "formula": "CBr3N2",
  "method": "the ωB97M-V functional and the def2-TZVPD basis",
  "elements": ["C", "N", "N", "Br", "Br", "Br"],
  "xyz": [[-0.371, -0.125, 0.714], [1.231, 0.491, -2.245], [0.632, 0.126, -1.372], [-1.165, -1.717, 0.268], [-1.614, 1.244, 0.907], [1.287, -0.019, 1.728]],
  "e_homo_ev": -15.9,
  "total_charge": 1,
  "energy_ha": -7869.31511,
  "multiplicity": 1
}